DFT (ωB97M-V/def2-TZVPD) results for C28H26N3O2RuS3 as an isolated structure.

Geometry as XYZ:
```
63
Properties=species:S:1:pos:R:3:lowdin_charge:R:1
Ru -0.6363 1.8592 -0.9627 0.933
O -1.7601 3.5442 1.7941 -0.552
S -0.7893 4.2550 0.9617 0.824
N -0.3053 3.5966 -0.2959 -0.523
C 3.5368 0.0975 -6.3870 -0.059
C 2.3679 0.8471 -6.4583 -0.059
C 1.6287 1.0947 -5.3173 -0.010
C 2.0547 0.5925 -4.0820 -0.206
C 3.2368 -0.1526 -4.0230 -0.026
C 3.9721 -0.4028 -5.1681 -0.062
C 1.3343 0.8102 -2.8345 -0.004
C 0.1600 1.4356 -2.6481 -0.270
C -0.8782 2.0556 -3.4813 -0.321
C -1.8237 1.2695 -4.1641 -0.047
C -2.8814 1.8657 -4.8151 -0.056
C -3.0383 3.2520 -4.7746 -0.055
C -2.1288 4.0376 -4.0923 -0.055
C -1.0472 3.4465 -3.4456 -0.055
H 4.1104 -0.0921 -7.2846 0.112
H 2.0360 1.2409 -7.4096 0.112
H 0.7251 1.6837 -5.3859 0.108
H 3.5754 -0.5335 -3.0668 0.116
H 4.8840 -0.9814 -5.1111 0.111
H 1.8195 0.4287 -1.9413 0.103
H -1.7013 0.1934 -4.1795 0.126
H -3.5965 1.2573 -5.3523 0.114
H -3.8762 3.7114 -5.2822 0.114
H -2.2459 5.1125 -4.0663 0.114
H -0.3106 4.0610 -2.9436 0.105
C -1.5499 -2.2864 0.3839 -0.017
N -1.9411 -1.2850 1.3563 -0.115
C -1.7567 -1.5080 2.8032 -0.071
C -2.0654 -0.1258 3.4087 -0.067
N -2.2847 0.6987 2.2145 0.073
C -2.1632 -0.0102 1.1141 -0.682
S -2.4480 0.6835 -0.4901 0.732
H -1.8524 -3.2645 0.7516 0.102
H -0.4674 -2.2705 0.2413 0.090
H -2.0440 -2.0976 -0.5653 0.073
H -0.7354 -1.8307 3.0029 0.099
H -2.4377 -2.2824 3.1502 0.133
H -1.2323 0.2600 3.9916 0.112
H -2.9608 -0.1336 4.0274 0.129
H -2.3245 1.7144 2.1934 0.093
C -0.1797 -4.1352 7.3250 -0.065
C 0.1948 -3.2431 6.1740 -0.723
O -0.5980 -2.7784 5.3963 0.018
S 1.9600 -2.9362 6.0771 1.035
C 1.9515 -1.8972 4.6456 -0.539
C 2.1031 -2.4530 3.3815 -0.082
C 1.9058 -1.6716 2.2553 -0.039
C 1.5428 -0.3295 2.3869 -0.259
C 1.4902 0.2430 3.6610 -0.035
C 1.6924 -0.5384 4.7831 -0.079
C 1.0589 0.4101 1.2595 -0.087
C 0.4047 0.9942 0.4222 -0.190
H -1.0367 -3.7041 7.8404 0.093
H 0.6437 -4.2785 8.0212 0.068
H -0.4784 -5.1038 6.9218 0.095
H 2.3388 -3.5046 3.2827 0.114
H 1.9862 -2.1090 1.2684 0.116
H 1.2489 1.2936 3.7594 0.124
H 1.6119 -0.1063 5.7720 0.117
```

- total charge = +1
- LUMO energy (eV) = -4.5
- total energy (Ha) = -2686.48277

DFT (ωB97M-V/def2-TZVPD) results for C38H44N4O4P2SZr as an isolated structure in a non-equilibrium geometry.

Geometry as XYZ:
```
94
Properties=species:S:1:pos:R:3:lowdin_charge:R:1
Zr 1.3768 -0.4871 0.7420 1.661
C 4.4754 -0.6638 1.0030 -0.144
C 4.3585 0.7827 0.5301 -0.139
N 2.9892 1.2628 0.8480 -0.132
C 2.5599 2.3613 -0.0358 -0.110
C 2.0270 1.7823 -1.3245 -0.227
C 2.0765 2.4608 -2.5271 0.030
C 1.5811 1.8450 -3.6676 0.016
C 1.0582 0.5612 -3.5746 0.023
C 1.0354 -0.0582 -2.3420 -0.252
C 0.4712 -1.4444 -2.1300 -0.099
N 1.1313 -2.0695 -0.9745 -0.134
C 2.3863 -2.7918 -1.3060 -0.127
C 3.5962 -1.9208 -0.9653 -0.147
N 3.3755 -1.4257 0.3996 -0.184
N 1.5066 0.5452 -1.2327 0.002
H 4.3535 -0.7038 2.0871 0.133
H 5.4540 -1.0745 0.7441 0.142
H 4.5111 0.8406 -0.5497 0.127
H 5.1162 1.4075 1.0077 0.143
H 2.9963 1.6077 1.8078 0.075
H 3.3796 3.0521 -0.2524 0.147
H 1.7743 2.9380 0.4605 0.113
H 2.5091 3.4502 -2.5792 0.136
H 1.6135 2.3556 -4.6203 0.133
H 0.6834 0.0563 -4.4541 0.137
H 0.5928 -2.0398 -3.0384 0.141
H -0.6064 -1.3755 -1.9454 0.137
H 0.5057 -2.6997 -0.4793 0.121
H 2.4065 -3.0674 -2.3612 0.137
H 2.4300 -3.7014 -0.7078 0.135
H 3.6788 -1.0860 -1.6645 0.121
H 4.5117 -2.5135 -1.0370 0.145
H 3.1345 -2.2419 0.9861 0.101
C -2.2936 -0.1350 3.5609 -0.262
C -3.7839 0.0689 3.1634 -0.322
P -4.1200 1.1334 1.6745 1.064
C -4.8792 -0.0507 0.5103 -0.400
C -5.8838 0.3909 -0.3516 -0.105
C -6.4235 -0.4655 -1.2984 -0.070
C -5.9444 -1.7636 -1.4169 -0.082
C -4.9111 -2.1929 -0.5974 -0.090
C -4.3715 -1.3406 0.3570 -0.116
C -5.5490 2.0916 2.2936 -0.410
C -5.3184 3.4283 2.6094 -0.119
C -6.3238 4.1999 3.1740 -0.079
C -7.5691 3.6396 3.4122 -0.070
C -7.8122 2.3131 3.0808 -0.064
C -6.8074 1.5383 2.5243 -0.092
C -1.3548 1.1041 3.5295 -0.264
P -0.0427 1.3230 2.1963 1.063
C 0.8828 2.6531 3.0562 -0.370
C 2.1071 2.2831 3.6313 -0.134
C 2.9003 3.2284 4.2663 -0.053
C 2.4781 4.5484 4.3366 -0.048
C 1.2267 4.8992 3.8533 -0.043
C 0.4196 3.9537 3.2363 -0.083
C -0.7430 2.0331 0.6370 -0.375
C -0.8433 3.3674 0.2626 -0.080
C -1.3413 3.7048 -0.9888 -0.039
C -1.7144 2.7212 -1.8920 -0.042
C -1.5933 1.3842 -1.5413 -0.074
C -1.0934 1.0404 -0.2981 -0.189
H -1.8406 -0.9348 2.9827 0.059
H -2.3215 -0.4865 4.5937 0.115
H -4.2897 0.5751 3.9871 0.086
H -4.2507 -0.9069 3.0256 0.082
H -6.2509 1.4064 -0.2684 0.107
H -7.2257 -0.1232 -1.9386 0.111
H -6.3719 -2.4342 -2.1500 0.107
H -4.5347 -3.2032 -0.7002 0.103
H -3.5499 -1.6841 0.9784 0.092
H -4.3467 3.8648 2.4025 0.084
H -6.1369 5.2343 3.4300 0.106
H -8.3535 4.2404 3.8518 0.110
H -8.7839 1.8742 3.2640 0.111
H -6.9945 0.5037 2.2666 0.112
H -0.7204 1.0864 4.4197 0.092
H -1.9477 2.0220 3.5581 0.083
H 2.3836 1.2322 3.6528 0.096
H 3.8440 2.9376 4.7087 0.117
H 3.1049 5.2956 4.8030 0.119
H 0.8692 5.9146 3.9556 0.120
H -0.5806 4.2277 2.9293 0.105
H -0.5646 4.1596 0.9403 0.090
H -1.4608 4.7489 -1.2457 0.120
H -2.1206 2.9945 -2.8564 0.121
H -1.9278 0.6190 -2.2323 0.120
H -1.1015 -0.0025 0.0280 0.078
O 1.7765 -0.9824 2.6286 -0.481
S 0.8123 -2.1820 2.4687 0.390
O 1.5817 -3.0968 1.6264 -0.296
O -0.1551 -1.5375 1.4414 -0.509
O 0.1923 -2.6075 3.6544 -0.162
```

- total charge = +2
- LUMO energy (eV) = -6.3
- total energy (Ha) = -3122.03629

What is the formula in the second record? C38H44N4O4P2SZr